Entry from the OMol25 dataset: a molecular structure, C44H38ClCoNO2PSSbSe (wB97M-V/def2-TZVPD).

Geometry as XYZ:
```
91
Properties=species:S:1:pos:R:3
Co 13.52492 13.85031 12.66111
N 12.71582 14.73606 10.62006
C 11.38169 14.83703 11.04915
C 10.83460 16.06658 11.34863
C 9.54585 16.19782 11.74958
C 8.71856 15.08186 11.88743
C 9.28691 13.81433 11.73057
C 10.61013 13.68728 11.30713
P 11.74720 12.32123 11.58889
C 12.27258 11.81009 9.85917
C 13.35823 10.96951 9.66056
C 13.68348 10.48450 8.39542
C 12.89241 10.78209 7.29983
C 11.92715 11.76077 7.44706
C 11.63667 12.26487 8.70855
C 10.75697 10.93158 12.05239
C 10.50606 9.87822 11.16030
C 9.91238 8.71416 11.62230
C 9.57034 8.60230 12.95992
C 9.69534 9.71164 13.83996
C 10.31498 10.83609 13.35776
H 12.89693 14.18826 9.78548
H 13.16891 15.63408 10.58878
H 11.40793 16.98408 11.21191
H 9.19284 17.20290 11.92992
H 7.66439 15.17478 12.08122
H 8.65686 12.94192 11.86747
H 13.87771 10.59494 10.55270
H 14.53032 9.84023 8.25748
H 13.16668 10.40820 6.30512
H 11.38276 12.22242 6.62586
H 10.86411 13.03859 8.78891
H 10.82666 9.91766 10.14370
H 9.67131 7.87223 10.97676
H 9.16884 7.69627 13.40308
H 9.34114 9.66652 14.85544
H 10.47611 11.68538 14.02912
Cl 12.30231 18.12096 15.36008
C 13.41555 17.47568 14.16548
C 13.17338 16.09710 13.65616
O 14.09176 15.75836 12.88919
O 12.20078 15.32780 13.87015
H 14.39393 17.50580 14.62525
H 13.37508 18.10329 13.27873
Se 13.96179 10.47652 13.64224
C 15.40977 9.46176 12.80263
C 16.76010 9.63727 13.07196
C 17.70335 8.71073 12.59216
C 17.26317 7.64691 11.83136
C 15.90594 7.53016 11.46772
C 14.97522 8.42418 11.98366
H 17.03548 10.41348 13.73656
H 18.74933 8.84878 12.86898
H 17.95543 6.93197 11.39123
H 15.60572 6.71239 10.82397
H 13.91049 8.33342 11.71358
S 14.66946 12.54617 14.02662
Sb 17.31608 14.06154 11.01292
C 18.71777 12.51129 10.41224
C 20.06880 12.73821 10.23017
C 20.84434 11.81789 9.54864
C 20.28363 10.60484 9.12621
C 18.92603 10.35568 9.36729
C 18.18726 11.31126 10.01741
C 18.86884 15.49420 10.54918
C 19.13143 15.66093 9.17142
C 20.33151 16.12440 8.70930
C 21.37446 16.43109 9.58772
C 21.13236 16.33643 10.95659
C 19.90460 15.88320 11.42009
C 17.84917 14.22375 13.08058
C 18.84646 13.40203 13.63394
C 19.32301 13.59688 14.89930
C 18.84030 14.68312 15.61852
C 17.83899 15.52167 15.08165
C 17.37763 15.29632 13.80764
H 20.49425 13.65926 10.58151
H 21.90814 12.01236 9.30824
H 20.85840 9.87234 8.55650
H 18.37110 9.45295 9.03964
H 17.12102 11.11727 10.23569
H 18.38276 15.39165 8.42593
H 20.47409 16.23934 7.67436
H 22.35391 16.76257 9.18152
H 21.89800 16.53978 11.72286
H 19.85741 15.77171 12.51107
H 19.24241 12.59580 13.02580
H 20.12833 12.98056 15.28574
H 19.21070 14.87812 16.60734
H 17.46574 16.38523 15.65247
H 16.64532 15.97860 13.35905
```

For the energy relative to the best compared isomer or geometry (same formula, charge and spin), the calculation gives 95.2 kJ/mol. As for the spin multiplicity: 4. The charge is 0. Its orbital gap (spin up / spin down) is 7.8 / 7.7 eV. The LUMO energy (spin up / spin down) is 0.37 / 0.15 eV. For the HOMO energy (spin up / spin down), the calculation gives -7.405 / -7.527 eV. As for the expectation value of S²: 3.760.

---

Entry from the OMol25 dataset: a molecular structure, C44H38ClN3O5V (wB97M-V/def2-TZVPD).

Geometry as XYZ:
```
92
Properties=species:S:1:pos:R:3
V 0.63900 0.40847 1.01033
C 2.65610 -3.22112 2.51811
C 1.77050 -2.79645 3.59812
C 1.36319 -3.72721 4.55793
C 0.50824 -3.42511 5.59685
C -0.01973 -2.14690 5.67154
C 0.44306 -1.13911 4.78921
C 0.04929 0.27532 4.92302
C 1.32145 -1.46977 3.69808
N 1.71101 -0.45585 2.78911
C 3.03988 -0.25186 2.75760
O 3.93676 -0.80282 3.41828
C 3.37379 0.79734 1.73298
C 4.60416 1.41525 1.64234
C 4.86017 2.54599 0.87465
C 3.76544 3.16433 0.31829
C 2.55449 2.62442 0.56151
N 2.34679 1.42305 1.15568
C 1.32107 3.48149 0.29748
O 1.54010 4.61559 -0.08086
N 0.23529 2.74915 0.66782
C -0.97706 3.48134 0.18666
C -1.99133 3.80904 1.13439
C -1.80213 3.45440 2.57250
C -3.04711 4.58791 0.71350
C -3.12385 5.00907 -0.60461
C -2.13165 4.67550 -1.49374
C -1.02988 3.87934 -1.17184
C 0.01860 3.55309 -2.18606
H 2.65360 -4.27648 2.27201
H 3.68470 -2.94427 2.76767
H 2.40062 -2.69622 1.60634
H 1.85486 -4.72001 4.53467
H 0.11490 -4.07014 6.38350
H -0.70629 -1.89287 6.49769
H 0.32862 0.82576 4.04612
H 0.57112 0.78796 5.81059
H -1.07473 0.36255 5.11847
H 5.43704 0.98323 2.18999
H 5.82834 3.04704 0.82957
H 3.79322 4.11607 -0.15560
H -2.81627 3.05893 2.96140
H -1.46645 4.36692 3.07431
H -1.07548 2.59906 2.64165
H -3.77701 4.87913 1.38090
H -3.88838 5.71677 -0.88035
H -2.24930 5.00689 -2.51441
H -0.30842 3.37795 -3.17903
H 0.60453 2.72034 -1.88345
H 0.81210 4.39421 -2.21803
O 1.28769 -0.30017 -3.52206
C -0.09149 -0.29030 -3.43833
C -0.44091 0.07269 -1.83977
O -1.59786 0.16914 -1.46137
O 0.62469 0.36597 -1.22527
C -0.62546 -1.69417 -3.76471
C -0.36038 -2.17317 -5.09210
C -0.73248 -3.44100 -5.47013
C -1.32341 -4.28947 -4.46974
C -1.61779 -3.86115 -3.20212
C -1.35092 -2.48948 -2.90708
C -0.71099 0.77150 -4.31008
C -2.10683 0.92922 -4.51139
C -2.58546 1.74096 -5.51815
C -1.71373 2.43510 -6.37828
C -0.39073 2.22421 -6.31792
C 0.11882 1.43472 -5.23111
H 1.65442 -0.24748 -2.61831
H 0.13801 -1.48017 -5.79731
H -0.54411 -3.86697 -6.46633
H -1.61922 -5.25465 -4.83162
H -1.98803 -4.50827 -2.46304
H -1.56648 -2.09431 -1.92010
H -2.69088 0.52903 -3.72240
H -3.69864 1.89902 -5.57449
H -2.13284 3.04707 -7.16881
H 0.20810 2.78626 -7.01051
H 1.16577 1.31999 -5.13146
Cl -2.02061 -0.63078 1.99540
C -1.58305 -2.31888 2.20015
C -2.17121 -3.04571 3.18116
C -1.84644 -4.36612 3.41133
C -0.85468 -4.96007 2.56137
C -0.19265 -4.16788 1.70634
C -0.47090 -2.79703 1.43793
C 0.15364 -1.91448 0.47557
H -2.95899 -2.60107 3.79689
H -2.24697 -4.90901 4.19158
H -0.50458 -5.95411 2.69362
H 0.63466 -4.58012 1.15008
H -0.66348 -1.33846 -0.07140
H 0.75944 -2.30711 -0.29886
```

As for the spin multiplicity: 4. The charge is -2. Its orbital gap (spin up / spin down) is 5.6 / 5.9 eV. The LUMO energy (spin up / spin down) is 4.46 / 4.46 eV. For the HOMO energy (spin up / spin down), the calculation gives -1.161 / -1.457 eV. As for the expectation value of S²: 3.766.

---

| no. | E_tot (eV) |
| --- | --- |
| 1 | -193987.25123 |
| 2 | -99165.08884 |